{"formula": "C4H7ClFNO", "method": "ωB97M-V/def2-TZVPD", "e_homo_ev": [-9.4, -9.4], "e_tot_ev": -23034.1079, "spin_multiplicity": 1, "orbital_gap_ev": [8.9, 8.9], "e_above_lowest_ev": 4.221, "lumo_ev": [-0.510, -0.510], "species": ["C", "C", "C", "C", "N", "O", "F", "Cl", "H", "H", "H", "H", "H", "H", "H"], "xyz": [[-4.268, 0.371, -0.337], [0.209, -0.533, 1.108], [-0.074, 0.002, -0.281], [-1.561, 0.427, -0.290], [-2.453, -0.609, 0.184], [-4.258, 1.000, -1.351], [-2.500, -1.686, -0.786], [-5.440, 0.259, 0.820], [0.271, 0.169, 1.910], [-0.773, -1.141, 1.280], [0.946, -1.316, 1.172], [-0.009, -0.923, -0.918], [0.604, 0.744, -0.685], [-1.671, 1.169, 0.544], [-1.749, 0.832, -1.413]], "lowdin_charge": [-0.7338, -0.1286, -0.2606, -0.2934, -0.0048, 0.0397, -0.1265, 0.7903, 0.0587, 0.0917, 0.0611, 0.1147, 0.0983, 0.1353, 0.1579]}